Computed, not measured: a 9-piece molecular cluster, C31H81Cl3N8O8 overall at a distorted geometry, with ωB97M-V/def2-TZVPD.

## Properties
ΔE to the lowest compared entry with this formula, charge and spin = 0.0 kcal/mol
molecular weight = 800.4 g/mol
spin multiplicity = 2
net charge = -1

Positions of all 131 atoms, in Å:
1 C -0.05310 -0.44246 -1.08371
2 Cl 0.84202 -1.18667 0.28709
3 Cl 0.49933 1.24004 -1.26085
4 Cl -1.83217 -0.50577 -0.81975
5 H 0.20182 -1.01727 -1.97405
6 C -3.97899 4.89216 4.83919
7 C -3.99660 4.53184 3.35447
8 C -2.63344 3.78856 3.01904
9 O -2.56898 3.54722 1.62797
10 C -1.28204 3.11850 1.10535
11 N -5.04354 3.58096 3.11597
12 H -4.94795 5.25147 5.18576
13 H -3.18564 5.62948 4.96192
14 H -3.80078 4.02340 5.47291
15 H -4.09514 5.35979 2.65240
16 H -2.58996 2.86140 3.59051
17 H -1.75523 4.39616 3.23739
18 H -0.99919 2.06943 1.19224
19 H -0.55413 3.84781 1.46081
20 H -1.24972 3.18532 0.01788
21 H -4.80545 2.70343 3.55569
22 H -4.98978 3.45841 2.11487
23 C 3.67009 0.13087 1.97211
24 C 3.48132 1.61240 1.94713
25 C 2.49590 2.06268 3.08914
26 O 2.05364 3.41237 2.90687
27 C 1.14929 3.81189 3.92407
28 N 4.75567 2.33048 2.12675
29 H 4.29012 -0.29909 2.75874
30 H 4.26995 -0.17287 1.11420
31 H 2.69769 -0.35522 2.05117
32 H 3.00610 1.83071 0.99078
33 H 3.03321 1.84328 4.01178
34 H 1.60453 1.44013 3.01179
35 H 0.83312 4.83495 3.72040
36 H 1.57724 3.63605 4.91100
37 H 0.23663 3.22701 4.03830
38 H 5.13916 2.19304 3.05095
39 H 4.41539 3.27992 2.18034
40 C 3.98905 0.25024 6.42119
41 C 2.51982 0.55951 6.67866
42 C 1.56253 -0.55067 6.16391
43 O 1.62431 -0.56407 4.74830
44 C 0.65245 -1.49885 4.17929
45 N 2.43651 0.86616 8.09193
46 H 4.27237 -0.73181 6.79986
47 H 4.67072 0.98945 6.84190
48 H 4.23209 0.29906 5.35975
49 H 2.27189 1.51052 6.20727
50 H 0.55986 -0.43793 6.57627
51 H 1.91858 -1.54068 6.44889
52 H -0.35289 -1.38690 4.58532
53 H 0.95439 -2.50977 4.45310
54 H 0.61254 -1.50805 3.09006
55 H 1.46432 1.08256 8.25961
56 H 2.66432 0.05943 8.65529
57 C -2.65772 3.17030 -3.28941
58 C -3.58917 2.24331 -4.00399
59 C -2.93541 1.49294 -5.22404
60 O -2.27277 2.52393 -5.97031
61 C -1.49290 2.06717 -7.11330
62 N -4.21759 1.31937 -3.07172
63 H -2.83894 3.28585 -2.22081
64 H -2.65554 4.15850 -3.74935
65 H -1.66323 2.72427 -3.30178
66 H -4.45870 2.82186 -4.31592
67 H -3.66118 0.96427 -5.84199
68 H -2.23124 0.79259 -4.77487
69 H -1.29113 2.92343 -7.75689
70 H -1.98005 1.36999 -7.79500
71 H -0.55258 1.61648 -6.79583
72 H -3.46384 0.82620 -2.61484
73 H -4.59482 1.82358 -2.28206
74 C -5.36689 -0.54546 -0.18933
75 C -5.14802 0.60975 0.89130
76 C -4.56867 -0.01287 2.19050
77 O -4.35253 0.99295 3.20251
78 C -3.91037 0.47813 4.42586
79 N -4.21146 1.50424 0.19832
80 H -4.41480 -1.05838 -0.32547
81 H -5.64051 -0.15702 -1.17032
82 H -6.12238 -1.26798 0.11938
83 H -6.09787 1.13774 0.97555
84 H -3.61612 -0.50695 1.99911
85 H -5.26347 -0.74521 2.60162
86 H -3.63801 1.22438 5.17221
87 H -3.14017 -0.27605 4.26429
88 H -4.73716 -0.10727 4.82813
89 H -3.41727 0.92662 -0.03776
90 H -3.77533 2.11681 0.87260
91 C 2.48889 -4.35399 -5.77908
92 C 3.26526 -3.04315 -5.98498
93 C 2.62822 -1.68226 -5.51848
94 O 1.29541 -1.57246 -6.09134
95 C 0.56281 -0.58639 -5.41285
96 N 4.51985 -3.11125 -5.21353
97 H 2.95454 -5.12613 -6.39150
98 H 1.46541 -4.38384 -6.15285
99 H 2.37373 -4.46595 -4.70098
100 H 3.52892 -2.83230 -7.02138
101 H 3.30925 -0.85731 -5.72768
102 H 2.50669 -1.84025 -4.44687
103 H 0.43616 -0.80923 -4.35342
104 H -0.45715 -0.41024 -5.75453
105 H 1.10234 0.36040 -5.43748
106 H 5.12230 -3.84895 -5.54961
107 H 4.26132 -3.51991 -4.32682
108 C 5.51846 -3.76137 -1.80272
109 O 4.71437 -4.55636 -2.30576
110 N 5.17856 -2.51160 -1.45659
111 C 6.17811 -1.49881 -1.09040
112 C 3.78864 -1.99711 -1.76900
113 H 6.55824 -3.98260 -1.51617
114 H 5.93795 -0.91092 -0.20450
115 H 6.08762 -0.78697 -1.91089
116 H 7.23583 -1.76205 -1.08553
117 H 3.79182 -1.40503 -2.68417
118 H 3.13095 -2.85196 -1.92636
119 H 3.43878 -1.46300 -0.88558
120 C -0.20374 -3.96000 -2.79166
121 O 0.36465 -3.45621 -1.78045
122 N -0.68133 -5.23339 -2.92053
123 C -1.58661 -5.76248 -3.98083
124 C -0.63314 -6.24385 -1.82187
125 H -0.47562 -3.41034 -3.70608
126 H -2.63241 -5.64707 -3.69606
127 H -1.39077 -6.77880 -4.32264
128 H -1.61460 -5.03133 -4.78875
129 H -0.08883 -7.16324 -2.03758
130 H -0.25509 -5.77258 -0.91463
131 H -1.69077 -6.44703 -1.65383

Atom charges from the Mulliken analysis, given in e for atoms 1 to 5: 1.17, -0.36, -0.46, -0.35, -0.93

---

Computed, not measured: C16H43AsCuF6NO16P4 as an isolated structure at a distorted geometry, with ωB97M-V/def2-TZVPD.

## Properties
molecular weight = 881.9 g/mol
spin multiplicity = 1

Positions of all 88 atoms, in Å:
1 Cu 5.67573 9.42297 16.29989
2 As 9.79995 5.24807 17.24662
3 F 10.89640 6.36867 17.99019
4 F 11.14944 4.13225 16.99617
5 F 8.83173 4.06822 16.42421
6 F 8.50773 6.35425 17.48398
7 F 10.11696 6.07177 15.75782
8 F 9.33609 4.63580 18.73381
9 C 8.64570 8.89104 18.98133
10 O 8.10209 9.57506 20.18627
11 P 6.87925 9.04450 20.99104
12 O 5.57140 9.34047 20.39314
13 O 7.12576 7.53373 21.24542
14 C 8.36559 6.89835 21.66499
15 O 7.16572 9.80244 22.31863
16 C 6.04235 10.03756 23.16658
17 H 9.63716 9.30850 18.81564
18 H 7.96750 8.88985 18.09815
19 H 8.79470 7.83850 19.22936
20 H 9.24808 7.46818 21.27319
21 H 8.40072 5.88327 21.29893
22 H 8.36681 6.84873 22.79764
23 H 6.37323 10.61485 24.00570
24 H 5.52351 9.06959 23.42376
25 H 5.36007 10.71327 22.63964
26 C 8.04978 8.95291 11.18158
27 O 7.00568 9.26345 12.10131
28 P 7.18889 8.58870 13.52832
29 O 5.92044 8.82912 14.28869
30 O 7.58150 7.08413 13.39156
31 C 6.78437 6.03000 13.83176
32 O 8.43840 9.30237 13.99901
33 C 9.29182 8.87227 14.98678
34 H 7.90505 9.64425 10.26732
35 H 7.87082 7.96243 10.76932
36 H 9.04218 9.13732 11.61630
37 H 7.44409 5.36176 14.38298
38 H 6.36711 5.55326 12.93923
39 H 5.99282 6.40908 14.43171
40 H 8.86336 8.07250 15.57374
41 H 9.51085 9.77001 15.65237
42 H 10.10942 8.47109 14.46644
43 C 7.22860 12.82438 19.23299
44 O 7.31660 13.18613 17.87904
45 P 7.69101 12.11277 16.78813
46 O 7.00829 10.81845 16.92904
47 O 7.44198 12.86971 15.46170
48 C 6.31534 12.72714 14.55395
49 O 9.21872 12.01869 16.85774
50 C 9.92062 12.46955 18.04871
51 H 8.13662 13.01477 19.80161
52 H 7.05314 11.71904 19.44560
53 H 6.37712 13.25673 19.69397
54 H 6.26113 11.72607 14.25638
55 H 6.51497 13.25042 13.62737
56 H 5.37182 13.10436 14.87244
57 H 9.41426 13.44518 18.19348
58 H 10.89103 12.59974 17.69377
59 H 9.82125 11.81894 18.85389
60 C 2.48606 7.10261 15.29362
61 O 2.97813 7.15720 16.65867
62 P 4.34932 6.62020 17.19879
63 O 5.47432 7.53403 17.11384
64 O 3.86926 6.38794 18.74500
65 C 4.91825 6.19584 19.63313
66 O 4.53341 5.27806 16.44170
67 C 5.80465 4.47151 16.50847
68 H 2.67757 8.02997 14.72914
69 H 1.42042 6.83867 15.30610
70 H 2.96902 6.29131 14.81750
71 H 5.05481 6.93278 20.49358
72 H 5.89398 6.10912 19.03507
73 H 4.72961 5.26945 20.17098
74 H 5.77462 3.84633 17.40553
75 H 6.64654 5.15037 16.60705
76 H 5.85673 3.86598 15.60100
77 C 2.78025 12.06103 20.00611
78 C 1.72024 11.19296 19.38846
79 C 2.53833 9.85147 19.00204
80 C 3.22472 10.05002 17.73757
81 N 3.72013 10.19985 16.72366
82 H 3.14776 11.43511 20.85535
83 H 2.40174 13.02761 20.40139
84 H 3.63200 12.23174 19.35748
85 H 1.12549 11.55555 18.57705
86 H 1.01400 10.93424 20.12667
87 H 1.82835 9.05896 18.90631
88 H 3.33550 9.53934 19.77061

Atom charges from the Mulliken analysis, given in e for atoms 1 to 5: -0.60, 2.23, -0.48, -0.51, -0.47

---

Computed, not measured: C24H37InN6O7 as an isolated structure, with ωB97M-V/def2-TZVPD.

## Properties
molecular weight = 636.4 g/mol
spin multiplicity = 1
net charge = +2

Positions of all 75 atoms, in Å:
1 In 0.09328 0.59747 -0.23136
2 C 4.47500 -0.46177 2.71951
3 N 3.90988 -0.03784 1.43953
4 C 4.79486 -0.19045 0.28085
5 C 2.66484 0.34950 1.27662
6 O 2.20914 0.63067 0.13584
7 C 1.75627 0.46479 2.49828
8 O 0.48849 0.98401 2.11257
9 C 0.12063 2.25883 2.60866
10 C -0.01740 3.23011 1.44175
11 O -0.01345 2.76573 0.27768
12 N -0.14962 4.51870 1.68012
13 C -0.26499 5.10794 3.01245
14 C -0.26683 5.46967 0.57290
15 H 5.43147 0.03585 2.86747
16 H 4.63844 -1.53950 2.70957
17 H 3.82601 -0.21506 3.55256
18 H 5.78012 0.18625 0.54636
19 H 4.40210 0.37025 -0.55916
20 H 4.87792 -1.24436 0.01385
21 H 2.21522 1.10937 3.24766
22 H 1.57852 -0.52058 2.93154
23 H 0.84808 2.60940 3.33891
24 H -0.84589 2.16344 3.11056
25 H -0.22666 4.35778 3.79476
26 H -1.21695 5.63268 3.08940
27 H 0.54086 5.82400 3.16788
28 H 0.05136 5.00076 -0.35113
29 H 0.36931 6.32703 0.78507
30 H -1.29836 5.81124 0.48255
31 C 0.13996 0.78813 -4.43374
32 C -0.44027 1.25588 -3.14122
33 O 0.28753 1.55515 -2.16898
34 N -1.76597 1.39039 -3.06011
35 C -2.41913 2.10692 -1.97041
36 C -2.99526 1.24233 -0.87308
37 C -4.36556 1.11108 -0.73101
38 C -4.88304 0.36861 0.32074
39 C -4.00974 -0.22052 1.21807
40 C -2.65216 -0.06449 1.01577
41 N -2.15414 0.64623 -0.00748
42 H 1.07324 0.26836 -4.23990
43 H 0.34753 1.65956 -5.05855
44 H -0.54699 0.13731 -4.97190
45 H -2.31651 1.15529 -3.87114
46 H -3.22472 2.69819 -2.40087
47 H -1.69122 2.79422 -1.53693
48 H -5.02466 1.59363 -1.43991
49 H -5.95302 0.25977 0.43731
50 H -4.36279 -0.79731 2.06079
51 H -1.93222 -0.51667 1.68862
52 C 2.48902 -3.52994 -1.22385
53 C 1.19902 -3.81421 -1.98396
54 C -0.07915 -3.46129 -1.18851
55 C -1.33525 -3.71580 -2.04784
56 C -2.63254 -3.32916 -1.34709
57 C -0.13859 -4.36439 0.03573
58 O -0.22773 -5.55785 -0.05565
59 N -0.11381 -3.74612 1.28000
60 C -0.06385 -2.39402 1.52936
61 O -0.08848 -1.95639 2.66285
62 N 0.00505 -1.55580 0.43097
63 C -0.02360 -2.00902 -0.82252
64 O 0.00298 -1.11969 -1.71191
65 H 3.35256 -3.80763 -1.82638
66 H 2.54251 -4.10284 -0.29528
67 H 2.58445 -2.46598 -0.98315
68 H 1.12747 -4.87311 -2.23238
69 H 1.17267 -3.24941 -2.91659
70 H -1.33797 -4.77683 -2.29647
71 H -1.21901 -3.15607 -2.97675
72 H -2.77193 -3.89389 -0.42254
73 H -3.49045 -3.53864 -1.98430
74 H -2.65660 -2.26119 -1.10398
75 H -0.17934 -4.34870 2.09090

Atom charges from the Mulliken analysis, given in e for atoms 1 to 5: 3.22, -1.00, 0.19, -1.00, 0.93

---

Computed, not measured: an isolated ion of composition C4H10N4 and charge +2 at a distorted geometry, with ωB97M-V/def2-TZVPD.

## Properties
ΔE to the lowest compared entry with this formula, charge and spin = 156.1 kcal/mol
molecular weight = 114.2 g/mol
spin multiplicity = 1
net charge = +2
structure (SMILES) = CC1=[NH+]N=N[N+]1(C)C

Positions of all 18 atoms, in Å:
1 C 0.13470 0.95632 -0.18139
2 C 0.91724 1.09646 -1.38508
3 C -1.14089 -1.23779 -0.35897
4 C 0.78409 -1.14563 0.86329
5 N -1.07921 1.36115 1.64667
6 N -1.13411 0.16386 1.57173
7 N -0.33592 1.93787 0.65396
8 N -0.33736 -0.24410 0.45047
9 H 0.63646 2.03915 -1.75177
10 H 0.76163 0.32466 -2.29181
11 H 1.95789 0.74905 -1.23602
12 H -1.85976 -1.89356 0.26501
13 H -1.93624 -0.79607 -0.99825
14 H -0.64304 -2.10555 -0.84704
15 H 0.57433 -2.07422 1.45676
16 H 1.28541 -1.55403 0.07880
17 H 1.56485 -0.46354 1.46151
18 H -0.15008 2.88597 0.60214

Atom charges from the Mulliken analysis, given in e for atoms 1 to 5: 0.45, -1.14, -0.73, -0.91, -0.23

---

Computed, not measured: one molecule with the formula C7H6O4S at a distorted geometry, with ωB97M-V/def2-TZVPD.

## Properties
ΔE to the lowest compared entry with this formula, charge and spin = 114.7 kcal/mol
molecular weight = 186.2 g/mol
spin multiplicity = 1
structure (SMILES) = C=C1C[C@]23C=C(S(=O)(=O)O)[C@]12O3

Positions of all 18 atoms, in Å:
1 C 0.31780 1.23126 -1.30052
2 C 1.00507 0.86420 -0.20868
3 C -0.90573 1.71110 -0.49892
4 C -0.13050 1.11646 0.81765
5 C -1.95689 0.52575 -0.22161
6 C -1.08570 0.00208 0.95546
7 C -0.87676 -1.20991 1.45092
8 O 3.26739 -0.36251 -0.98577
9 O 2.45126 -0.67029 1.31887
10 O -0.68351 2.36671 0.56070
11 O 1.23486 -1.71264 -0.36991
12 S 2.23244 -0.42468 -0.04014
13 H 0.30683 1.20346 -2.44387
14 H -2.89735 0.89933 0.10458
15 H -2.07317 -0.27545 -0.91622
16 H -1.60924 -1.96054 1.29829
17 H 0.06521 -1.43447 1.79252
18 H 1.33800 -1.86989 -1.31335

Atom charges from the Mulliken analysis, given in e for atoms 1 to 5: -0.61, -0.13, 0.52, 0.64, -0.92

---

We obtain E_tot values of -3650.04779; -7735.38572; -1981.80281; -376.55463; -969.21088 a.u. for the records listed above, in that order.